The following is a DFT calculation (ωB97M-V with the def2-TZVPD basis set) of 2 unconnected molecules or ions with the total composition C30H51Br2F4N3O5P.

For the HOMO energy, the calculation gives -10.59 eV. As for the charge: +1. The calculation puts the HOMO-LUMO gap at 8.33 eV.

```
96
C30H51Br2F4N3O5P (ωB97M-V with the def2-TZVPD basis set)
C -0.787 -3.462 5.719
C 0.042 -3.456 4.460
O -0.529 -2.603 3.434
P -1.706 -3.235 2.550
O -2.054 -4.607 2.938
C -1.095 -3.219 0.835
C -1.525 -2.006 -0.038
C -0.387 -1.291 -0.743
C -0.714 -0.359 -1.926
C -1.682 -0.854 -2.993
C -3.152 -0.880 -2.663
O -3.630 -0.632 -1.577
C -0.805 1.079 -1.371
C -1.949 1.332 -0.381
C -0.742 2.100 -2.510
C -1.499 3.429 -2.333
C -2.963 3.375 -2.765
F -3.366 2.110 -3.049
Br -4.125 4.092 -1.356
C -3.195 4.236 -4.038
F -2.973 5.541 -3.780
F -2.291 3.823 -4.973
Br -4.959 3.976 -4.796
C 0.470 1.049 -0.460
C 1.811 1.452 -1.066
C 2.251 2.868 -0.659
N 3.716 2.938 -0.738
C 4.361 3.193 0.548
C 4.132 4.584 1.160
C 4.214 3.790 -1.794
C 3.636 5.174 -2.026
O 5.143 3.397 -2.491
N 0.494 -0.358 0.084
C 0.516 -0.534 1.571
C 1.600 0.294 2.216
C 1.657 -0.017 3.699
F 2.796 -0.084 1.621
O -2.972 -2.263 2.576
C -3.272 -1.517 3.769
C -2.469 -0.239 3.928
H -0.213 -3.839 6.556
H -1.050 -2.430 5.949
H -1.710 -4.012 5.585
H 1.000 -3.001 4.697
H 0.242 -4.451 4.087
H -1.494 -4.128 0.408
H -0.015 -3.316 0.899
H -2.171 -1.343 0.524
H -2.148 -2.392 -0.831
H 0.236 -2.083 -1.154
H 0.243 -0.330 -2.462
H -1.402 -1.876 -3.261
H -1.577 -0.295 -3.917
H -3.816 -1.170 -3.496
H -1.791 2.276 0.133
H -2.920 1.380 -0.848
H -1.955 0.572 0.391
H 0.281 2.387 -2.725
H -1.107 1.669 -3.435
H -1.009 4.133 -3.000
H -1.384 3.853 -1.347
H 0.278 1.758 0.335
H 2.620 0.798 -0.746
H 1.795 1.370 -2.148
H 1.775 3.588 -1.317
H 1.961 3.040 0.375
H 4.036 2.440 1.260
H 5.430 3.058 0.428
H 3.168 4.998 0.882
H 4.232 4.555 2.239
H 4.876 5.294 0.809
H 2.735 5.364 -1.456
H 3.469 5.318 -3.086
H 4.382 5.900 -1.723
H 1.431 -0.678 -0.170
H -0.449 -0.305 1.999
H 0.788 -1.565 1.752
H 1.433 1.361 2.084
H 1.827 -1.082 3.814
H 2.484 0.513 4.153
H 0.718 0.272 4.156
H -4.318 -1.247 3.677
H -3.208 -2.142 4.653
H -3.048 0.528 4.430
H -1.594 -0.425 4.544
H -2.149 0.160 2.970
N -0.268 -5.085 -2.799
C -0.157 -6.390 -2.402
C 1.168 -6.729 -2.440
C 1.888 -5.586 -2.878
C 0.979 -4.586 -3.091
H -1.129 -4.579 -2.873
H -1.026 -6.963 -2.130
H 1.577 -7.692 -2.187
H 2.953 -5.509 -3.024
H 1.110 -3.571 -3.427
```